Density functional theory data (the ωB97M-V functional and the def2-TZVPD basis) for C19H18ClMoN2O2S4 as an isolated structure in a non-equilibrium geometry.

Atoms and positions in Å:
Mo (-12.366, -13.459, 8.278)
S (-14.076, -15.363, 8.232)
S (-14.205, -14.991, 10.234)
S (-12.948, -13.420, 10.602)
S (-13.575, -11.794, 9.552)
O (-5.895, -11.743, 9.837)
C (-6.776, -10.687, 9.971)
C (-8.203, -11.245, 9.809)
C (-9.334, -10.426, 9.640)
C (-10.520, -11.064, 9.227)
N (-10.620, -12.376, 9.081)
C (-9.583, -13.144, 9.454)
C (-8.379, -12.604, 9.791)
C (-9.797, -14.591, 9.405)
C (-8.841, -15.463, 9.907)
C (-9.149, -16.777, 10.124)
C (-8.100, -17.690, 10.723)
O (-6.834, -17.106, 10.552)
C (-10.318, -17.299, 9.652)
C (-11.216, -16.389, 9.114)
N (-11.031, -15.043, 9.106)
H (-5.014, -11.349, 9.635)
H (-6.715, -9.998, 9.209)
H (-6.718, -10.162, 10.926)
H (-9.120, -9.385, 9.612)
H (-11.427, -10.462, 8.946)
H (-7.541, -13.248, 9.985)
H (-7.837, -15.181, 10.145)
H (-8.040, -18.637, 10.195)
H (-8.263, -17.940, 11.773)
H (-6.270, -17.347, 11.252)
H (-10.555, -18.332, 9.647)
H (-12.020, -16.710, 8.443)
Cl (-9.374, -11.350, 5.849)
C (-11.117, -11.483, 5.907)
C (-11.801, -10.313, 5.693)
C (-13.196, -10.297, 5.571)
C (-13.944, -11.383, 5.666)
C (-13.239, -12.648, 5.930)
C (-11.843, -12.647, 6.050)
C (-11.234, -13.915, 6.476)
H (-11.238, -9.401, 5.424)
H (-13.662, -9.408, 5.196)
H (-14.995, -11.372, 5.557)
H (-13.849, -13.504, 5.825)
H (-10.171, -13.963, 6.540)
H (-11.679, -14.815, 6.107)

Summary:
relative energy (zero: lowest compared OMol25 entry of this formula, charge and spin) = 55.5 kJ/mol
spin multiplicity = 3
E_HOMO (alpha / beta) = -10.39 / -10.73 eV
largest force on an atom = 4.009 eV/Å
total charge = +1
LUMO energy (alpha / beta) = -0.1351 / -0.1433 Eh
molecular weight = 566.0 g mol⁻¹

***

Density functional theory data (the ωB97M-V functional and the def2-TZVPD basis) for a 2-piece molecular cluster, C19H18ClN2 overall in a non-equilibrium geometry.

Atoms and positions in Å:
Cl (-3.436, 1.329, -4.589)
C (-2.100, 1.065, -3.548)
C (-1.875, 1.926, -2.465)
C (-0.738, 1.761, -1.677)
C (0.192, 0.732, -1.963)
C (1.405, 0.619, -1.210)
C (2.410, -0.451, -1.519)
C (3.735, 0.041, -0.836)
C (3.345, 1.355, -0.212)
C (2.015, 1.638, -0.432)
C (-0.083, -0.154, -3.040)
C (-1.197, 0.035, -3.846)
H (-2.572, 2.731, -2.255)
H (-0.587, 2.386, -0.797)
H (2.056, -1.431, -1.155)
H (2.598, -0.531, -2.604)
H (4.133, -0.702, -0.133)
H (4.486, 0.174, -1.630)
H (4.057, 1.973, 0.339)
H (1.457, 2.504, -0.085)
H (0.582, -1.005, -3.223)
H (-1.350, -0.602, -4.712)
C (-0.566, 0.893, 4.211)
N (-0.434, 0.349, 2.859)
C (0.337, 0.826, 1.824)
N (0.245, 0.047, 0.742)
C (-0.630, -0.969, 1.062)
C (-1.056, -0.818, 2.389)
C (-1.907, -1.713, 3.025)
C (-2.345, -2.808, 2.256)
C (-1.949, -2.964, 0.919)
C (-1.086, -2.040, 0.301)
H (-1.243, 0.235, 4.755)
H (0.405, 0.920, 4.714)
H (-0.981, 1.905, 4.185)
H (0.939, 1.732, 1.929)
H (-2.179, -1.524, 4.066)
H (-3.009, -3.545, 2.724)
H (-2.324, -3.822, 0.362)
H (-0.749, -2.098, -0.732)

Summary:
E_HOMO = -11.49 eV
largest force on an atom = 1.739 eV/Å
total charge = +1
LUMO energy = -0.1736 Eh
molecular weight = 309.8 g mol⁻¹

***

Which value of molecular weight does entry 1 give? 566.0 g mol⁻¹

***

Look up the total charge of the first one. +1